Here is C9H8N2 in the gas phase at a distorted geometry from OMol25. Energies are from ωB97M-V with the def2-TZVPD basis set.

- total charge = 0
- SMILES string = c1ccc(-c2ncc[nH]2)cc1
- orbital gap (eV) = 9.446
- calculated total energy (eV) = -12437.953

Geometry as XYZ:
```
19
C9H8N2, DFT ωB97M-V with the def2-TZVPD basis set
C -1.731 2.161 -1.461
C -0.837 1.348 -2.090
C -0.109 0.327 -1.463
C -0.274 0.177 -0.080
C 0.507 -0.900 0.643
N 0.051 -1.796 1.454
C 1.178 -2.626 1.786
C 2.272 -2.053 1.186
N 1.886 -1.027 0.377
C -1.153 0.973 0.612
C -1.900 1.951 -0.053
H -2.214 3.040 -1.916
H -0.966 1.664 -3.026
H 0.578 -0.054 -1.923
H 0.853 -3.575 2.602
H 3.093 -2.518 1.349
H 2.477 -0.677 -0.098
H -1.084 0.866 1.514
H -2.629 2.719 0.588
```

Löwdin population analysis, charges in e, atoms 1 to 2: C -0.097; C -0.074


Here is C3H4F2 in the gas phase at a distorted geometry from OMol25. Energies are from ωB97M-V with the def2-TZVPD basis set.

- total charge = 0
- SMILES string = F/C=C\CF
- orbital gap (eV) = 10.634
- calculated total energy (eV) = -8606.662

Geometry as XYZ:
```
9
C3H4F2, DFT ωB97M-V with the def2-TZVPD basis set
F 1.991 -1.108 0.052
C 1.374 0.073 -0.303
C 0.111 0.466 -0.232
C -1.184 -0.126 0.542
F -1.811 -1.030 -0.545
H 2.128 0.695 -0.537
H -0.166 1.195 -1.122
H -2.013 0.760 1.085
H -0.430 -0.926 1.060
```

Löwdin population analysis, charges in e, atoms 1 to 2: F -0.003; C -0.145


Here is a molecular structure, C23H33Br12F2O5PSi at a distorted geometry from OMol25. Energies are from ωB97M-V with the def2-TZVPD basis set.

- total charge = 0
- orbital gap (eV) = 7.929
- calculated total energy (eV) = -897727.520

Geometry as XYZ:
```
77
C23H33Br12F2O5PSi, DFT ωB97M-V with the def2-TZVPD basis set
C -2.690 3.997 1.480
C -2.090 5.008 0.743
C -0.630 5.006 0.194
P 0.290 3.418 0.617
C -0.440 2.095 -0.492
O -0.999 1.005 0.273
C -2.015 0.327 -0.455
O -3.320 0.723 -0.013
C -3.610 0.118 1.259
C -4.744 0.905 2.045
O -4.559 0.822 3.475
C 0.220 3.022 2.465
O 0.633 3.933 3.199
O -0.179 1.907 2.940
C 2.129 3.767 0.235
F 2.668 4.642 1.151
F 2.095 4.475 -1.005
C 2.959 2.448 0.012
C 4.188 2.248 0.992
Si 3.869 1.107 2.488
C 5.609 0.573 3.135
C 3.050 2.033 3.941
C 2.954 -0.505 2.081
C 2.624 -1.007 0.748
C 1.876 -2.260 0.523
C 1.434 -3.076 1.663
C 1.798 -2.609 3.025
C 2.530 -1.358 3.231
H -3.013 4.250 2.530
H -2.875 2.948 1.138
H -2.699 5.938 0.551
H -0.010 5.879 0.512
H -0.695 4.997 -0.941
H 0.367 1.624 -1.135
H -1.215 2.481 -1.213
H -1.929 -0.779 -0.243
H -1.928 0.483 -1.569
H -2.685 0.048 1.903
H -3.998 -0.943 1.155
H -4.709 2.004 1.798
H -5.764 0.503 1.778
H -3.772 0.288 3.677
H 3.388 2.528 -1.032
H 2.235 1.594 -0.020
H 4.638 3.198 1.380
H 5.002 1.749 0.382
H 5.432 -0.065 4.052
H 6.234 1.469 3.382
H 6.082 -0.088 2.348
H 2.052 1.587 4.208
H 2.997 3.128 3.706
H 3.691 1.932 4.865
H 2.905 -0.424 -0.159
H 1.643 -2.551 -0.534
H 0.860 -4.005 1.457
H 1.476 -3.268 3.866
H 2.777 -1.040 4.275
C -0.224 -0.328 -4.129
Br 0.305 -1.119 -2.445
Br 0.526 1.442 -4.354
Br 0.186 -1.481 -5.625
H -1.303 -0.215 -4.102
C -3.132 -4.163 -3.834
Br -3.550 -4.687 -5.646
Br -1.420 -4.856 -3.262
Br -3.251 -2.244 -3.598
H -3.884 -4.608 -3.191
C -0.076 -7.217 1.463
Br 1.386 -6.932 2.697
Br -1.776 -7.337 2.377
Br -0.106 -5.879 0.065
H 0.095 -8.175 0.983
C -3.269 -4.136 -9.821
Br -3.683 -4.655 -11.637
Br -1.558 -4.833 -9.247
Br -3.380 -2.220 -9.576
H -4.024 -4.582 -9.183
```

Löwdin population analysis, charges in e, atoms 1 to 2: C -0.007; C -0.185


Here is 2 unconnected molecules or ions with the total composition C12H18OSi at a distorted geometry from OMol25. Energies are from ωB97M-V with the def2-TZVPD basis set.

- total charge = 0
- spin multiplicity = 3
- orbital gap (spin up / spin down) (eV) = 6.988 / 7.639
- calculated total energy (eV) = -22654.976

Geometry as XYZ:
```
32
C12H18OSi, DFT ωB97M-V with the def2-TZVPD basis set
C 4.028 0.828 -0.434
C 3.355 0.381 -1.596
C 3.328 0.850 0.743
C 2.006 0.004 -1.501
C 1.964 0.644 0.873
C 1.386 0.122 -0.275
C -0.075 -3.274 -0.176
C -0.382 -2.150 0.461
C -1.600 0.726 2.292
C -3.613 0.230 0.032
C -1.328 1.950 -0.738
C -0.700 -0.911 -0.196
O -0.860 -1.014 -1.565
Si -1.721 0.484 0.433
H 5.022 1.007 -0.614
H 3.869 0.600 -2.569
H 3.820 1.246 1.613
H 1.405 -0.191 -2.413
H 1.479 0.802 1.808
H -0.099 -4.287 0.187
H -0.209 -3.378 -1.221
H -0.318 -2.268 1.518
H -1.016 -0.305 2.605
H -1.138 1.664 2.561
H -2.513 0.660 2.879
H -4.133 -0.617 0.504
H -4.265 1.037 0.403
H -3.677 -0.029 -0.965
H -0.435 1.738 -1.218
H -2.112 2.156 -1.404
H -1.405 2.854 -0.085
H -0.062 -1.560 -1.939
```

Löwdin population analysis, charges in e, atoms 1 to 2: C -0.086; C -0.071


Here is 2 unconnected molecules or ions with the total composition C2H10NS at a distorted geometry from OMol25. Energies are from ωB97M-V with the def2-TZVPD basis set.

- total charge = +1
- orbital gap (eV) = 9.561
- calculated total energy (eV) = -14554.677

Geometry as XYZ:
```
14
C2H10NS, DFT ωB97M-V with the def2-TZVPD basis set
N -0.526 -1.385 -1.442
H 0.085 -1.912 -0.851
H -1.441 -1.776 -1.662
H -0.013 -1.221 -2.313
H -0.741 -0.449 -0.910
C 0.396 1.791 -0.150
S -0.935 0.820 0.695
C 0.094 -0.312 1.677
H 0.697 2.590 0.519
H 1.238 1.110 -0.256
H 0.093 2.203 -1.105
H 1.147 -0.279 1.381
H -0.278 -1.327 1.752
H 0.184 0.146 2.664
```

Löwdin population analysis, charges in e, atoms 1 to 2: N 0.260; H 0.122


Here is C6H6N2O3S in the gas phase at a distorted geometry from OMol25. Energies are from ωB97M-V with the def2-TZVPD basis set.

- total charge = 0
- orbital gap (eV) = 9.478
- calculated total energy (eV) = -26270.904

Geometry as XYZ:
```
18
C6H6N2O3S, DFT ωB97M-V with the def2-TZVPD basis set
C -2.345 1.024 0.033
C -1.349 1.423 0.926
C -2.276 -0.187 -0.645
C -0.408 0.400 1.314
C -1.179 -0.980 -0.538
C -0.214 -0.635 0.427
N 2.320 -0.918 -0.380
N 2.756 1.171 -1.094
O 3.197 2.246 -0.875
O 2.763 0.351 0.044
O 0.757 -3.029 -0.002
S 1.151 -1.856 0.729
H -3.108 1.774 -0.210
H -1.327 2.338 1.465
H -2.969 -0.468 -1.472
H 0.294 0.605 2.227
H -1.200 -1.767 -1.275
H 3.135 -1.492 -0.675
```

Löwdin population analysis, charges in e, atoms 1 to 2: C -0.085; C -0.058


- Which value of total charge does entry 1 give?
  0


- Look up the calculated total energy of the first one.
  -12437.953 eV


Please write out number 1 again, unchanged.
Here is C9H8N2 in the gas phase at a distorted geometry from OMol25. Energies are from ωB97M-V with the def2-TZVPD basis set.

- total charge = 0
- SMILES string = c1ccc(-c2ncc[nH]2)cc1
- orbital gap (eV) = 9.446
- calculated total energy (eV) = -12437.953

Geometry as XYZ:
```
19
C9H8N2, DFT ωB97M-V with the def2-TZVPD basis set
C -1.731 2.161 -1.461
C -0.837 1.348 -2.090
C -0.109 0.327 -1.463
C -0.274 0.177 -0.080
C 0.507 -0.900 0.643
N 0.051 -1.796 1.454
C 1.178 -2.626 1.786
C 2.272 -2.053 1.186
N 1.886 -1.027 0.377
C -1.153 0.973 0.612
C -1.900 1.951 -0.053
H -2.214 3.040 -1.916
H -0.966 1.664 -3.026
H 0.578 -0.054 -1.923
H 0.853 -3.575 2.602
H 3.093 -2.518 1.349
H 2.477 -0.677 -0.098
H -1.084 0.866 1.514
H -2.629 2.719 0.588
```

Löwdin population analysis, charges in e, atoms 1 to 2: C -0.097; C -0.074